{"formula": "C15H21ClN4O2S", "method": "ωB97M-V/def2-TZVPD", "species": ["C", "C", "C", "C", "N", "C", "C", "C", "C", "Cl", "C", "C", "C", "N", "C", "N", "C", "C", "N", "S", "C", "O", "O", "H", "H", "H", "H", "H", "H", "H", "H", "H", "H", "H", "H", "H", "H", "H", "H", "H", "H", "H", "H", "H"], "coordinates": [[0.166680, 2.266350, 0.279374], [0.186403, 1.114851, 1.238569], [1.445056, 1.347347, 2.105916], [0.360735, -0.210608, 0.474988], [-0.875491, -0.608935, -0.250368], [-0.760647, -1.848814, -1.036420], [0.343120, -1.747500, -2.100748], [1.373884, -2.636202, -2.120091], [2.441363, -2.554928, -3.107965], [3.685890, -3.722121, -2.999738], [2.358467, -1.572849, -4.111364], [1.244280, -0.604518, -4.064759], [0.885435, 0.525024, -4.782486], [-0.255002, 1.081932, -4.246218], [-0.578686, 0.307003, -3.238761], [0.308970, -0.744630, -3.081060], [-2.120588, -0.569760, 0.601047], [-2.299616, 0.762667, 1.335149], [-1.095996, 1.116217, 2.103412], [-1.109162, 0.215789, 3.637915], [-0.697184, 1.473040, 4.847082], [-0.060885, -0.813874, 3.712632], [-2.473911, -0.266053, 3.991838], [-0.011101, 3.233942, 0.795222], [1.142915, 2.361343, -0.293048], [-0.576202, 2.046902, -0.493711], [1.333586, 2.217853, 2.769760], [2.310773, 1.492848, 1.451279], [1.671558, 0.469389, 2.689484], [1.232624, -0.133924, -0.202704], [0.660740, -1.001291, 1.183647], [-1.707608, -2.160908, -1.511230], [-0.506990, -2.617541, -0.284141], [1.416002, -3.447924, -1.413241], [3.132901, -1.475621, -4.873914], [1.536012, 0.912100, -5.581891], [-1.407380, 0.471802, -2.586505], [-2.979055, -0.746111, -0.043413], [-2.069353, -1.382090, 1.324422], [-3.190827, 0.706635, 1.958636], [-2.538842, 1.540235, 0.605718], [-0.847149, 1.055498, 5.855191], [0.334180, 1.826708, 4.720961], [-1.409898, 2.320724, 4.741533]], "forces_ev_per_a": [[-0.05, 0.89, -1.29], [0.76, -0.46, 1.20], [-0.21, -0.31, 0.07], [-0.59, -0.94, 0.08], [-0.85, 1.30, -0.27], [0.71, 0.58, 0.62], [0.20, -0.65, 0.36], [0.18, 0.54, -0.65], [-1.66, 2.23, -1.49], [0.32, -0.09, -0.17], [-0.33, -0.68, 1.63], [1.84, -0.96, -0.68], [0.82, -0.32, -0.02], [0.81, -0.57, -0.24], [0.22, -0.10, -0.16], [-1.42, 0.14, 1.36], [1.30, -0.10, -0.57], [0.05, -0.44, -0.91], [0.17, -0.81, 1.01], [-0.44, -1.71, 0.76], [-0.51, 0.84, 0.02], [-1.09, 1.53, -0.58], [2.34, 1.53, -1.37], [-0.10, -0.61, -0.40], [-1.01, -0.30, 0.90], [-0.12, 0.55, 0.07], [0.03, -0.20, -0.36], [-0.25, 0.19, 0.03], [0.01, -0.19, 0.44], [-0.63, 0.19, -0.05], [-0.19, 0.06, 0.17], [0.16, 0.55, 0.25], [0.22, -0.44, -0.70], [-0.08, 0.05, 0.23], [-0.31, -0.04, 0.24], [-0.96, 0.12, 0.38], [-0.20, -0.12, 0.28], [-0.03, -0.03, -0.14], [-0.13, -0.24, 0.37], [0.30, -0.09, 0.31], [0.45, 0.17, 0.05], [0.15, -0.19, -0.56], [-0.36, -0.26, -0.06], [0.50, -0.59, -0.13]], "energy_ev": -49307.472, "smiles": "CC1(C)CN(Cc2cc(Cl)cc3cncn23)CCN1S(C)(=O)=O", "orbital_gap_ev": 8.21, "spin_multiplicity": 1, "fmax_ev_per_a": 3.150}